No. 1
{"formula": "C7H12N4OS", "method": "ωB97M-V with the def2-TZVPD basis set", "gap_ev": 8.73, "relative_energy_ev": 2.362, "species": ["C", "C", "C", "C", "C", "C", "C", "N", "N", "N", "N", "O", "S", "H", "H", "H", "H", "H", "H", "H", "H", "H", "H", "H", "H"], "coordinates": [[-2.737, 0.829, 0.116], [-2.471, -0.122, -0.875], [-1.770, 1.661, 0.610], [-1.171, -0.226, -1.307], [-0.507, 1.694, 0.003], [-0.143, 0.683, -0.880], [-0.785, -2.689, 1.766], [3.066, 2.149, -1.157], [1.117, 0.567, -1.427], [0.402, -2.208, 0.980], [1.449, -2.174, 1.666], [3.261, -0.356, -0.346], [2.359, 0.820, -0.240], [-3.757, 1.064, 0.498], [-3.138, -0.745, -1.418], [-2.004, 2.455, 1.266], [-0.951, -0.905, -2.201], [0.209, 2.424, 0.198], [-0.479, -3.596, 2.388], [-0.983, -1.839, 2.516], [-1.536, -2.767, 0.991], [4.085, 2.016, -1.326], [1.133, 0.126, -2.345], [3.052, 3.037, -0.668], [2.300, -1.898, 1.190]], "atomic_forces_ev_per_a": [[-2.2, 0.0, 0.7], [1.4, 0.7, 0.2], [1.2, 0.3, -1.6], [1.3, 0.1, -1.5], [-0.6, -2.0, -0.1], [-2.5, -0.9, -0.5], [1.8, 1.3, 1.3], [1.7, -0.6, 0.3], [0.2, 0.6, 1.4], [2.1, 0.0, 0.8], [-2.1, -0.9, 0.8], [-0.4, 1.5, 0.3], [0.3, -0.8, -3.0], [0.7, -0.8, -0.4], [-1.1, -0.2, 0.2], [-0.4, 0.5, 0.8], [-0.1, 0.8, 1.6], [0.9, 1.3, 0.6], [-0.7, 1.0, -1.1], [-0.2, -1.3, -1.2], [-0.6, -0.5, 0.5], [-0.9, -0.5, 0.1], [1.0, 0.0, 0.5], [-0.5, -0.1, 0.4], [-0.2, 0.5, -1.2]]}

***

No. 2
{"formula": "C7H12N5S", "method": "ωB97M-V with the def2-TZVPD basis set", "gap_ev": 8.42, "total_charge": 1, "species": ["C", "C", "C", "C", "C", "C", "C", "N", "N", "N", "N", "N", "S", "H", "H", "H", "H", "H", "H", "H", "H", "H", "H", "H", "H"], "coordinates": [[-4.129, 1.118, -0.362], [-2.881, -0.511, 0.125], [-1.656, -1.286, 0.598], [2.036, -0.337, -0.738], [2.136, 1.092, -0.344], [-0.446, -0.456, -0.062], [-0.233, 0.884, 0.555], [-4.679, 0.029, -0.793], [-3.892, -1.006, -0.526], [-2.982, 0.868, 0.263], [-2.077, 1.608, 0.890], [0.945, -1.131, -0.029], [0.614, 2.047, -0.438], [-4.392, 2.179, -0.617], [-1.497, -1.334, 1.704], [-1.799, -2.251, 0.084], [1.806, -0.297, -1.800], [2.981, -0.940, -0.625], [2.748, 1.330, 0.564], [2.795, 1.443, -1.193], [-0.767, -0.197, -1.194], [-0.055, 1.166, 1.639], [-1.878, 2.581, 0.360], [0.863, -2.165, -0.223], [1.326, -1.063, 0.934]], "atomic_forces_ev_per_a": [[-0.9, 3.1, -1.1], [1.5, -0.5, 1.6], [0.6, 1.4, -1.0], [0.2, -1.7, -1.3], [2.4, 1.3, -0.2], [-1.2, 0.0, -1.3], [-3.8, 2.6, 2.3], [-1.7, 0.7, -1.2], [0.9, -0.2, 0.8], [-0.1, -3.4, -1.3], [5.1, 2.9, -0.4], [-0.2, -0.3, 1.0], [0.3, 0.1, -0.6], [-0.3, -1.4, 0.5], [-0.4, -0.2, -0.9], [0.4, 0.1, 0.6], [-0.3, -0.6, -0.1], [-0.9, 0.8, 0.1], [-0.8, -0.5, -0.4], [-0.6, 0.2, 0.9], [1.1, -1.1, 2.3], [0.1, -1.6, -1.1], [-1.1, -2.6, 1.2], [0.4, 1.3, -0.3], [-0.9, -0.4, -0.1]]}

***

No. 3
{"formula": "C7H12NO", "method": "ωB97M-V with the def2-TZVPD basis set", "gap_ev": [7.58, 8.68], "relative_energy_ev": 7.023, "total_charge": 1, "species": ["C", "C", "C", "C", "C", "C", "C", "N", "O", "H", "H", "H", "H", "H", "H", "H", "H", "H", "H", "H", "H"], "coordinates": [[1.338, -0.205, -0.896], [0.692, 0.687, 1.459], [0.454, 0.388, -2.016], [-0.183, -1.946, 1.753], [0.671, 0.683, 0.058], [0.278, -0.714, 2.309], [-1.830, 0.836, -0.672], [-0.393, 1.100, -0.931], [1.083, -1.724, 2.259], [1.104, -1.281, -0.803], [2.489, -0.239, -0.795], [1.710, 0.823, 1.853], [-0.017, 1.358, 1.957], [0.785, 1.040, -2.887], [-0.101, -0.605, -2.535], [-1.012, -2.427, 2.250], [-0.061, -2.198, 0.705], [-2.503, 1.283, -1.528], [-1.935, -0.232, -0.757], [-2.175, 1.263, 0.284], [-0.393, 2.112, -1.069]], "atomic_forces_ev_per_a": [[2.3, -0.5, 0.0], [-0.5, 0.5, 2.9], [-1.2, -3.0, -2.5], [-2.7, -1.0, -2.1], [-0.6, -1.2, -0.4], [0.0, 2.7, -2.1], [-1.6, 0.1, -1.9], [0.3, 1.2, 0.1], [2.9, -1.2, 2.2], [-0.1, 0.3, 0.2], [-1.6, 0.6, -0.9], [-0.3, 0.2, -0.2], [0.5, 0.4, -0.4], [-0.2, -0.6, 1.6], [0.9, 3.2, 1.4], [0.5, -0.8, 0.6], [-0.7, 0.2, -0.2], [1.6, -0.7, 1.6], [-0.4, -0.4, 0.5], [0.5, -0.3, -0.4], [0.6, 0.1, -0.1]]}

***

No. 4
{"formula": "C7H12NO4", "method": "ωB97M-V with the def2-TZVPD basis set", "gap_ev": 9.00, "relative_energy_ev": 3.775, "total_charge": 1, "species": ["C", "C", "C", "C", "C", "C", "C", "N", "O", "O", "O", "O", "H", "H", "H", "H", "H", "H", "H", "H", "H", "H", "H", "H"], "coordinates": [[0.139, 0.816, 0.091], [0.251, -1.510, 0.109], [1.728, -1.431, -0.305], [-2.754, 0.438, -0.991], [-2.651, 0.744, 0.984], [-1.978, -0.280, 0.119], [2.955, 0.501, 0.074], [-0.564, -0.252, 0.046], [-3.117, 1.441, -0.154], [2.549, -0.565, 0.557], [2.876, 0.759, -1.197], [3.462, 1.395, 0.912], [-0.495, 1.664, -0.049], [-0.284, -2.135, -0.666], [0.148, -2.026, 1.063], [2.107, -2.403, -0.060], [2.021, -0.974, -1.216], [-1.936, 0.803, -1.630], [-3.544, -0.081, -1.575], [-3.500, 0.340, 1.394], [-2.116, 1.290, 1.806], [-2.273, -1.316, 0.455], [3.284, 1.671, -1.543], [3.693, 1.110, 1.777]], "atomic_forces_ev_per_a": [[1.4, 0.8, -0.6], [-1.6, -0.2, -1.6], [-0.8, 0.3, 1.2], [2.1, -1.6, -2.4], [1.2, 1.2, 0.8], [-1.7, -3.2, 1.1], [0.3, 3.0, 1.0], [2.8, -0.4, 0.7], [-1.2, 3.0, 1.1], [-0.2, -1.3, 1.3], [1.6, 2.4, -0.3], [-0.3, 0.2, -3.6], [-0.8, 0.9, 0.2], [1.0, 0.0, 0.7], [0.0, 0.2, 0.1], [0.4, -0.5, -0.6], [-0.9, -1.0, -1.6], [-0.6, -0.1, -0.8], [0.4, 0.3, 0.6], [-1.9, -1.3, 1.6], [-0.1, -0.1, -1.2], [0.2, 0.9, -0.7], [-1.1, -2.6, 1.6], [0.0, -1.0, 1.5]]}

***

No. 5
{"formula": "C7H12NP", "method": "ωB97M-V with the def2-TZVPD basis set", "gap_ev": [7.55, 5.96], "relative_energy_ev": 0.000, "s2": 2.051, "spin_multiplicity": 3, "species": ["C", "C", "C", "C", "C", "C", "C", "N", "P", "H", "H", "H", "H", "H", "H", "H", "H", "H", "H", "H", "H"], "coordinates": [[2.301, 1.447, -0.386], [2.363, 0.158, 0.177], [1.156, 1.893, -0.736], [1.276, -0.703, 0.207], [1.464, -2.119, 0.440], [-2.306, 0.257, -1.400], [-2.157, 0.206, 1.376], [0.056, -0.249, -0.032], [-1.507, -0.728, -0.069], [3.048, 2.217, -0.356], [3.387, -0.071, 0.497], [0.368, 2.503, -1.039], [1.974, -2.528, -0.422], [2.191, -2.278, 1.238], [0.578, -2.565, 0.527], [-2.158, 1.314, -0.987], [-3.330, -0.187, -1.527], [-1.802, 0.279, -2.386], [-1.414, 0.419, 2.041], [-2.931, -0.422, 1.834], [-2.556, 1.155, 1.003]], "atomic_forces_ev_per_a": [[0.8, 0.0, 1.1], [2.9, 1.2, -0.3], [-3.1, 0.7, -1.1], [-3.7, 0.4, -0.4], [4.2, 0.5, 0.0], [0.7, 1.3, 0.2], [-2.2, -0.5, -2.0], [3.3, 1.7, -0.1], [-1.1, -2.5, 0.0], [1.4, -0.3, 0.1], [-0.7, -0.8, 0.1], [-0.5, 0.9, -0.4], [0.1, -0.2, -0.5], [-0.4, -0.3, 0.4], [-3.4, -2.1, 0.8], [-1.1, -1.1, -0.9], [0.7, 1.0, 0.3], [-0.1, -0.5, 0.6], [2.1, 0.4, 1.9], [0.1, 0.5, 0.0], [-0.2, -0.1, 0.3]]}

***

No. 6
{"formula": "C7H12NPS2", "method": "ωB97M-V with the def2-TZVPD basis set", "gap_ev": [7.12, 5.81], "relative_energy_ev": 0.000, "s2": 2.009, "spin_multiplicity": 3, "species": ["C", "C", "C", "C", "C", "C", "C", "N", "P", "S", "S", "H", "H", "H", "H", "H", "H", "H", "H", "H", "H", "H", "H"], "coordinates": [[2.034, 2.705, 0.760], [2.616, 1.711, 0.381], [2.284, -0.785, 0.480], [2.355, 0.219, -1.527], [3.025, 0.472, -0.154], [-2.619, -0.999, -0.442], [-2.129, 0.472, 1.509], [-2.222, 0.247, 0.146], [-2.127, 1.636, -0.925], [-1.810, 3.221, 0.210], [1.254, -1.034, -0.932], [1.316, 3.425, 0.967], [1.844, -0.576, 1.444], [3.041, -1.649, 0.731], [1.745, 1.087, -1.881], [3.059, -0.162, -2.219], [4.111, 0.415, -0.251], [-2.599, -0.789, -1.582], [-1.939, -1.883, -0.344], [-3.598, -1.208, -0.144], [-1.029, 0.716, 1.822], [-2.779, 1.205, 1.901], [-2.102, -0.479, 1.995]], "atomic_forces_ev_per_a": [[1.1, -2.1, -0.8], [-1.5, 2.4, 1.2], [3.2, -1.0, 1.9], [-0.9, 1.9, -0.3], [0.0, -1.8, -0.7], [1.6, 0.4, -2.8], [3.9, -0.9, 1.7], [0.5, 2.0, -2.6], [-0.2, -2.2, -0.2], [0.2, 1.0, 0.7], [-1.1, -1.0, -0.1], [-0.5, 1.1, 0.4], [-0.6, 0.2, 0.0], [-1.3, 1.4, -0.8], [1.0, -0.6, -0.1], [0.5, -0.1, -1.0], [-0.1, -0.3, 0.3], [-0.3, -0.6, 1.7], [-0.3, 0.9, 0.5], [-1.6, -0.8, 0.3], [-1.5, 0.5, -0.6], [-0.9, 0.6, 0.7], [-1.1, -0.7, 0.7]]}

***

No. 7
{"formula": "C7H12NS", "method": "ωB97M-V with the def2-TZVPD basis set", "gap_ev": 9.15, "relative_energy_ev": 0.686, "smiles": "CC1=CC=C(C)[C@H](S)[NH2+]1", "total_charge": 1, "species": ["C", "C", "C", "C", "C", "C", "C", "S", "N", "H", "H", "H", "H", "H", "H", "H", "H", "H", "H", "H", "H"], "coordinates": [[0.231, 2.688, -1.009], [0.285, 1.193, -0.667], [-0.228, 0.260, -1.483], [-0.309, -1.181, -1.131], [-0.016, -1.491, 0.170], [-0.218, -2.831, 0.908], [0.335, -0.333, 1.147], [-1.207, 0.341, 1.892], [1.025, 0.776, 0.505], [0.045, 3.115, -0.099], [-0.656, 2.874, -1.585], [1.136, 3.206, -1.357], [-0.840, 0.636, -2.426], [-0.854, -1.864, -1.823], [0.300, -3.623, 0.424], [-1.283, -3.145, 0.761], [0.006, -2.733, 1.993], [0.857, -0.842, 1.909], [-1.555, 0.830, 0.673], [1.940, 0.464, 0.179], [1.004, 1.661, 1.017]], "atomic_forces_ev_per_a": [[0.7, -1.8, -0.2], [-0.5, 0.6, -3.9], [-1.7, 0.1, -1.2], [-0.3, 0.3, 1.2], [-0.5, 0.3, -0.5], [-1.6, 1.3, -0.4], [-2.2, -1.4, -0.5], [0.3, 0.0, -0.4], [0.1, 0.3, -0.8], [-0.7, 1.7, 2.6], [0.0, 0.1, -0.6], [-0.2, -0.6, -0.4], [1.6, -0.9, 2.1], [1.0, 0.4, 0.6], [1.0, -0.6, -0.1], [0.7, 0.4, 0.5], [-0.1, -0.3, -0.9], [1.2, 0.4, 1.1], [-0.3, -0.2, 0.5], [0.6, 0.3, 0.3], [0.8, -0.5, 1.0]]}

***

No. 8
{"formula": "C7H12NS", "method": "ωB97M-V with the def2-TZVPD basis set", "gap_ev": 7.76, "relative_energy_ev": 4.137, "total_charge": 1, "species": ["C", "C", "C", "C", "C", "C", "C", "N", "S", "H", "H", "H", "H", "H", "H", "H", "H", "H", "H", "H", "H"], "coordinates": [[0.764, 1.315, 1.062], [1.231, 2.311, 1.784], [-2.349, -1.195, -0.699], [-1.093, -2.012, -0.423], [-0.398, 0.474, -0.916], [-1.143, -0.461, -0.100], [1.745, -0.363, -0.102], [0.950, 0.801, -0.257], [-1.380, 0.207, 1.566], [0.753, 2.371, 2.694], [2.042, 3.043, 1.566], [-2.764, -0.848, -1.629], [-2.967, -1.636, 0.047], [-1.350, -2.751, 0.316], [-0.239, -2.192, -0.977], [-0.391, 0.042, -1.918], [-0.877, 1.416, -1.012], [1.850, -0.739, -1.080], [2.869, -0.303, 0.284], [1.343, -1.037, 0.637], [1.402, 1.556, -0.843]], "atomic_forces_ev_per_a": [[-3.9, -0.1, 1.6], [1.1, -0.4, -2.2], [2.1, 0.0, -0.3], [-1.0, 2.3, 0.9], [-0.1, -0.2, -0.9], [-2.3, -2.2, 2.8], [4.5, -2.0, 0.7], [0.1, 2.3, -0.5], [3.4, 1.3, -1.1], [-0.8, 0.5, 2.1], [-0.6, -0.8, -0.1], [-0.1, -0.3, -0.3], [-1.3, 0.7, 0.2], [0.7, 0.1, 0.5], [1.0, -0.8, -1.9], [1.3, 0.2, -0.2], [-0.6, 0.9, 0.2], [0.0, -1.3, -1.0], [-2.4, 1.1, -0.8], [-0.7, -0.2, -0.2], [-0.3, -1.1, 0.5]]}

***

No. 9
{"formula": "C7H12NS2", "method": "ωB97M-V with the def2-TZVPD basis set", "gap_ev": 9.59, "relative_energy_ev": 1.411, "smiles": "C[N@@+]12CSC=C1CC[C@H]2S", "total_charge": 1, "species": ["C", "N", "C", "S", "C", "C", "C", "C", "C", "S", "H", "H", "H", "H", "H", "H", "H", "H", "H", "H", "H", "H"], "coordinates": [[-0.178, 0.672, -1.471], [-0.524, 0.603, 0.000], [-1.466, 1.688, 0.311], [-3.138, 1.057, 0.225], [-2.457, -0.613, 0.312], [-1.107, -0.725, 0.341], [-0.028, -1.625, 0.688], [1.285, -0.869, 0.653], [0.816, 0.497, 0.915], [1.989, 1.727, 0.309], [0.394, 1.616, -1.577], [0.217, -0.224, -1.834], [-1.167, 0.778, -1.942], [-1.217, 1.883, 1.361], [-1.331, 2.551, -0.387], [-3.239, -1.288, 0.442], [-0.241, -2.004, 1.711], [-0.245, -2.476, 0.051], [1.885, -1.181, 1.440], [1.916, -1.278, -0.238], [0.502, 0.534, 2.016], [3.080, 1.040, 0.375]], "atomic_forces_ev_per_a": [[-1.8, 2.1, 0.7], [2.1, -0.7, 0.1], [0.7, 0.9, 0.9], [0.4, -1.3, -0.6], [1.6, 1.5, 0.3], [-3.3, 2.6, -0.5], [-1.3, -2.5, 1.2], [0.0, -2.9, -2.4], [-0.1, 1.6, -0.9], [-1.2, 1.7, 0.7], [-0.1, -1.1, -0.5], [1.2, -1.1, -0.3], [0.3, 0.1, 0.0], [-0.4, 0.8, -0.2], [0.1, -0.7, 0.9], [-0.6, -1.6, 0.3], [0.2, 0.1, -0.5], [1.2, -0.6, -0.2], [1.0, -0.5, 1.8], [-1.2, 1.9, 0.9], [0.1, 0.5, -1.7], [1.0, -1.1, 0.1]]}

***

No. 10
{"formula": "C7H12O", "method": "ωB97M-V with the def2-TZVPD basis set", "gap_ev": 6.97, "relative_energy_ev": 5.226, "smiles": "C=CC(=C)/C=C\\C.O", "species": ["C", "C", "C", "C", "C", "C", "C", "H", "H", "H", "H", "H", "H", "H", "H", "H", "H", "O", "H", "H"], "coordinates": [[-2.971, 0.814, 0.135], [-2.085, -0.188, 0.103], [-0.699, -0.177, 0.591], [0.029, -1.373, 0.933], [0.016, 1.015, 0.698], [1.405, 0.763, 0.986], [2.297, 0.553, -0.196], [-4.024, 0.734, -0.096], [-2.577, 1.796, 0.374], [-2.340, -1.170, -0.309], [-0.360, -2.114, 1.629], [1.052, -0.880, 1.154], [-0.266, 1.820, 0.019], [1.824, 0.865, 1.982], [2.165, -0.492, -0.484], [3.369, 0.736, -0.088], [1.886, 1.169, -1.002], [0.598, -0.961, -2.212], [0.378, -1.618, -2.870], [0.303, -1.291, -1.345]], "atomic_forces_ev_per_a": [[1.1, -0.1, 0.0], [-0.7, -0.9, -0.1], [-0.5, 0.3, 1.4], [0.7, 2.6, 0.4], [0.4, -0.7, -1.4], [0.2, 0.6, -0.3], [0.1, 1.5, 0.4], [0.2, -0.2, -0.3], [-0.3, 0.1, 0.4], [-0.4, 0.2, 0.3], [-0.3, -0.2, -0.5], [-0.4, -1.7, 0.0], [0.4, -0.1, -0.3], [-0.2, -0.9, 0.2], [-0.2, -0.1, -0.2], [-0.1, 0.1, 0.3], [0.1, -0.3, -0.3], [0.1, 0.3, 0.1], [-0.2, -0.3, 0.0], [0.0, -0.1, -0.2]]}

***

No. 11
{"formula": "C7H12O", "method": "ωB97M-V with the def2-TZVPD basis set", "gap_ev": 9.05, "relative_energy_ev": 2.005, "smiles": "C=C/C=C/C=C/C.O", "species": ["C", "C", "C", "C", "C", "C", "C", "H", "H", "H", "H", "H", "H", "H", "H", "H", "H", "O", "H", "H"], "coordinates": [[2.311, 0.461, -2.561], [2.474, 0.083, -1.297], [1.348, -0.694, -0.716], [0.344, -0.263, 0.056], [-0.785, -1.104, 0.425], [-1.793, -0.676, 1.204], [-2.824, -1.605, 1.740], [1.337, 0.401, -3.025], [3.098, 0.811, -3.222], [3.419, 0.127, -0.777], [1.428, -1.753, -0.934], [0.084, 0.771, 0.236], [-0.784, -2.168, 0.196], [-1.827, 0.404, 1.376], [-2.508, -2.489, 2.252], [-3.419, -1.046, 2.477], [-3.543, -1.875, 0.946], [0.326, 3.352, 0.303], [1.241, 3.577, 0.172], [0.074, 3.686, 1.150]], "atomic_forces_ev_per_a": [[0.5, 0.4, -0.2], [-0.8, -0.4, -0.8], [0.3, 0.4, 1.2], [-1.0, -0.3, -1.4], [-0.3, -0.5, 1.2], [1.3, -0.2, -0.9], [-1.8, 1.4, 0.0], [-0.1, -0.2, 0.0], [0.1, 0.3, 0.4], [0.2, 0.0, 0.0], [-0.2, -0.2, 0.1], [0.9, 0.5, 0.1], [0.3, 0.0, -0.1], [-0.2, -0.3, 0.4], [0.7, -0.6, 0.0], [0.0, -0.2, -0.1], [0.3, -0.1, 0.3], [-0.4, -0.5, -0.8], [0.5, 0.1, 0.0], [-0.1, 0.4, 0.8]]}

***

no.,energy (eV)
1,-26293.355
2,-25727.794
3,-10977.402
4,-17121.776
5,-18226.670
6,-39897.189
7,-19770.454
8,-19767.002
9,-30605.371
10,-9495.593
11,-9498.814